(1)
ORCA calculation (the ωB97M-V functional and the def2-TZVPD basis) on an isolated molecule of C3H4N4 in a non-equilibrium geometry.

```
11
Properties=species:S:1:pos:R:3:forces:R:3
N 2.4303 -0.3079 0.0048 -0.2 -0.2 -0.1
C 1.1578 -0.5470 -0.2583 0.1 0.3 0.2
C 0.3811 0.5460 0.3711 -0.2 0.0 0.0
N -0.8738 0.7827 0.4142 0.1 0.1 0.1
C -2.0560 0.2952 0.0094 0.0 0.3 0.1
N -2.3198 -0.8017 -0.6837 -0.2 -1.3 -0.8
N -2.6555 -1.7145 -1.2614 0.6 1.2 0.7
H 2.7638 0.4995 0.5469 -0.2 -0.2 -0.1
H 3.1641 -0.9202 -0.3262 -0.2 0.0 0.0
H 0.9583 1.3196 0.9113 0.1 -0.1 -0.1
H -2.9504 0.8484 0.2717 0.0 -0.2 -0.1
```
Positions in Å, forces in eV/Å.

The calculation puts the energy above the lowest of the compared OMol25 structures with the same formula, charge and spin at 510.4 kJ/mol. The spin multiplicity is 1. Its total energy is -335.5789 hartree. Its maximum force is 1.6 eV/Å. The frontier orbital gap is 8.14 eV.

(2)
ORCA calculation (the ωB97M-V functional and the def2-TZVPD basis) on a cluster of 9 separate species, C23H51Cl8N5O5 in total in a non-equilibrium geometry.

```
92
Properties=species:S:1:pos:R:3:forces:R:3
C -1.2810 -7.6747 -1.0934 0.1 0.4 -0.1
N -0.3948 -7.0250 -0.1367 -2.0 1.3 -1.6
C -0.6958 -5.5776 0.0671 0.7 -0.8 -0.2
C 0.6426 -7.6009 0.4106 2.1 0.3 1.6
O 1.4221 -6.9695 1.1279 0.0 -0.5 -0.1
H -2.3243 -7.5427 -0.7352 0.5 -0.6 -0.3
H -0.9543 -8.7050 -1.2595 -0.4 0.0 0.4
H -1.2030 -7.2013 -2.0883 0.0 0.1 0.4
H 0.0210 -5.1794 0.8131 -0.9 -0.3 -0.1
H -0.5143 -4.9981 -0.8630 -0.2 -0.5 0.3
H -1.7698 -5.5467 0.3142 0.6 0.5 0.2
H 0.8232 -8.6779 0.2480 -0.5 0.1 -0.3
C -0.9591 0.0563 3.4244 1.0 0.6 -0.6
N -1.3777 -0.9962 4.2929 0.3 0.6 -1.4
C -1.3904 -2.2840 3.6575 0.1 -0.4 0.1
C -1.5151 -0.8259 5.6063 -0.6 1.0 0.6
O -1.8810 -1.6865 6.3578 -0.1 -1.2 1.0
H 0.1053 -0.0964 3.1527 -0.4 0.0 -0.2
H -0.9443 1.0331 3.8887 -0.4 0.1 0.4
H -1.5684 0.1107 2.5082 0.1 -0.1 0.3
H -2.3110 -2.4552 3.0874 0.0 -0.1 0.3
H -0.5783 -2.3349 2.9251 0.1 0.0 0.2
H -1.2119 -3.0238 4.4371 -0.3 -0.2 -0.2
H -1.3703 0.2117 5.9697 0.2 -0.1 -0.4
C 1.1754 4.8859 4.4155 0.6 -1.7 -0.6
N 1.5332 3.4463 4.5559 -0.6 0.7 0.0
C 1.9260 2.7386 3.3262 0.4 0.1 1.1
C 0.9899 2.6898 5.5509 0.4 -1.4 -0.4
O 1.0850 1.4595 5.5702 -0.3 1.3 0.3
H 0.8221 5.2661 5.3563 0.1 0.3 0.3
H 0.4138 5.0136 3.6493 -0.3 0.0 0.0
H 2.0671 5.3719 4.0342 0.1 0.5 0.3
H 2.8391 3.1602 2.8960 -0.3 0.3 -0.1
H 2.1886 1.7162 3.6290 -0.4 0.2 -0.3
H 1.0721 2.7914 2.6538 0.2 -0.3 -0.5
H 0.4511 3.2362 6.3457 0.3 0.1 -0.2
C 3.4235 4.0679 -3.5486 -0.7 -1.8 -0.5
N 3.1776 2.7288 -4.1543 0.6 0.9 0.1
C 1.7840 2.2321 -4.1473 0.9 0.8 -0.4
C 4.1374 2.2159 -4.9615 -1.0 -2.4 -1.5
O 3.9328 1.2338 -5.7086 0.6 1.9 1.4
H 2.9374 4.0607 -2.5802 0.0 0.2 0.3
H 2.9418 4.7926 -4.2044 0.4 0.5 0.2
H 4.4962 4.1776 -3.4099 -0.1 0.4 -0.2
H 1.1449 2.9366 -4.7325 0.3 -0.6 0.4
H 1.7717 1.2330 -4.6188 -0.1 0.5 0.5
H 1.5064 2.2767 -3.0853 -0.4 -0.4 -0.4
H 5.1447 2.6833 -4.9037 -0.5 0.0 0.1
C 0.8556 6.2379 -0.8289 -1.3 0.7 0.1
N -0.5901 6.2919 -0.4725 1.2 -1.5 0.3
C -1.1520 5.0314 0.0939 0.6 0.3 0.0
C -1.4517 7.2758 -0.7755 0.0 -0.2 0.2
O -2.6222 7.1713 -0.4801 -0.6 0.8 -0.3
H 1.1980 7.1561 -1.3219 -0.3 -0.1 0.3
H 0.9879 5.4378 -1.5172 0.2 -0.8 -0.7
H 1.4902 6.0317 0.0249 -0.1 0.1 0.4
H -2.2031 5.1307 0.3831 0.4 0.3 -0.2
H -1.0674 4.1982 -0.6143 0.0 0.3 -0.1
H -0.5700 4.7483 0.9770 0.0 0.1 0.0
H -1.0039 8.1467 -1.2937 -0.1 -0.1 0.2
Cl -2.1394 2.1985 -2.8866 0.4 0.0 -0.2
C -3.3160 2.4013 -1.5978 -1.2 -0.3 0.1
C -4.5908 1.6096 -1.8866 0.0 0.5 -0.7
Cl -4.3937 -0.1718 -1.8609 0.0 0.4 0.4
H -3.5999 3.4519 -1.5448 0.1 0.0 -0.1
H -2.9330 2.1205 -0.6211 0.4 -0.2 -0.1
H -4.9885 1.8105 -2.8834 0.4 0.2 0.0
H -5.3592 1.9757 -1.2157 -0.1 -0.6 0.5
Cl 5.0095 -4.9977 1.9540 -0.2 0.2 -0.3
C 3.8567 -5.0556 0.5635 0.4 -0.1 0.1
C 3.0017 -3.8250 0.4465 -0.3 -0.1 0.8
Cl 3.9719 -2.3589 -0.0080 -0.5 -0.4 0.3
H 3.2229 -5.9225 0.7698 0.1 0.2 -0.3
H 4.4495 -5.1526 -0.3469 0.0 -0.3 0.2
H 2.4617 -3.6924 1.4133 0.4 0.4 -0.8
H 2.2800 -3.9850 -0.3542 0.0 0.1 0.0
Cl -3.8190 -3.7819 -1.0815 0.0 -0.2 0.2
C -2.8913 -3.7562 -2.6032 0.2 0.0 -0.3
C -3.5619 -4.6603 -3.6075 -0.3 -0.6 -0.6
Cl -2.5690 -4.9854 -5.0554 0.6 0.5 -0.4
H -1.8593 -4.1278 -2.4327 -0.7 0.5 0.0
H -2.9354 -2.7093 -2.8901 0.5 -0.1 -0.3
H -4.5324 -4.3562 -4.0198 0.3 0.2 0.6
H -3.6207 -5.6648 -3.2302 -0.5 -0.2 0.7
Cl 0.4802 1.9536 -0.4189 0.4 -0.1 0.2
C 0.8720 0.1797 -0.3531 -0.4 0.3 -0.7
C -0.0165 -0.4267 -1.4533 0.8 1.5 0.3
Cl 0.0259 -2.1671 -1.3990 0.0 -0.7 0.0
H 0.5814 -0.1180 0.6400 0.1 -0.3 0.3
H 1.9408 0.0317 -0.5427 -0.3 0.1 0.2
H 0.3987 -0.0522 -2.4018 -0.5 -0.4 0.1
H -1.0295 -0.0481 -1.3069 0.0 -0.4 -0.2
```
Positions in Å, forces in eV/Å.

The calculation puts the energy above the lowest of the compared OMol25 structures with the same formula, charge and spin at 138.7 kJ/mol. The spin multiplicity is 1. Its total energy is -5238.4553 hartree. Its maximum force is 3.0 eV/Å. The structure (SMILES) is CN(C)C=O.CN(C)C=O.CN(C)C=O.CN(C)C=O.CN(C)C=O.ClCCCl.ClCCCl.ClCCCl.ClCCCl. The frontier orbital gap is 9.21 eV.

(3)
ORCA calculation (the ωB97M-V functional and the def2-TZVPD basis) on a structure of composition C8H6O3 in a non-equilibrium geometry.

```
17
Properties=species:S:1:pos:R:3:forces:R:3
C 3.2976 -1.7500 0.4657 -0.1 2.9 1.1
C 3.7873 -2.0356 -0.8477 0.4 0.1 -1.7
C 3.4228 -0.6189 1.1581 0.4 -1.6 0.5
C 3.7942 -0.6734 -0.7045 0.1 -1.9 0.2
C 1.8564 0.8231 -0.0668 -2.1 2.5 -1.3
C 3.2684 0.4502 0.0794 2.7 2.7 0.8
C -1.3414 -0.8312 0.4011 1.0 3.4 2.2
C -0.3803 0.1769 -0.3270 0.0 0.9 0.5
O 1.5533 2.0249 -0.1006 0.7 -2.0 0.4
O 4.1202 1.6352 0.1723 -2.9 -0.7 -0.3
O 1.0242 -0.1660 -0.2489 0.6 -1.2 0.9
H -1.0893 -1.8299 0.1905 0.5 -1.2 -0.2
H -1.1404 -0.5759 1.5337 -1.1 -1.0 -2.0
H -2.4006 -0.6584 0.0692 1.1 0.1 0.6
H -0.2502 1.2766 -0.0013 -1.9 -1.7 -0.5
H -0.5417 0.0307 -1.3631 -0.6 0.7 -1.2
H 3.4759 2.4434 0.1304 1.2 -2.1 0.1
```
Positions in Å, forces in eV/Å.

The calculation puts the energy above the lowest of the compared OMol25 structures with the same formula, charge and spin at 980.7 kJ/mol. The spin multiplicity is 1. Its total energy is -533.7989 hartree. Its maximum force is 4.2 eV/Å. The frontier orbital gap is 8.13 eV.